No. 1
# C20H37N6PS5Sc

C20H37N6PS5Sc as an isolated structure (the ωB97M-V functional and the def2-TZVPD basis, OMol25).

Its orbital gap is 6.45 eV. The multiplicity is 1. The relative energy (zero: lowest compared OMol25 entry of this formula, charge and spin) comes out at 10.7 kcal/mol. Its charge is +1.

CARTESIAN COORDINATES (ANGSTROEM)
Sc: -0.32634 0.71024 -0.06276
S: -4.18594 2.83956 -0.74784
C: -2.82229 1.98651 -0.51037
S: -2.34689 1.40108 1.08983
S: -1.73541 1.55968 -1.83635
C: -3.53838 -3.52238 0.09292
C: -3.02400 -2.11076 -0.19831
C: -3.78939 -1.51241 -1.38139
P: -1.18295 -1.92123 -0.37088
C: -0.51892 -3.12315 0.86855
C: -0.86328 -2.66190 2.28597
C: 0.98981 -3.32775 0.71612
C: -0.60714 -2.64092 -1.98221
C: -1.05907 -4.07182 -2.26946
C: -0.88885 -1.73854 -3.18697
H: -4.61805 -3.47018 0.24663
H: -3.10573 -3.96666 0.98814
H: -3.36240 -4.19912 -0.74260
H: -3.23118 -1.47828 0.67057
H: -3.74292 -2.17500 -2.24795
H: -3.41765 -0.53115 -1.67051
H: -4.84095 -1.40514 -1.11120
H: -1.01871 -4.07534 0.68067
H: -0.35997 -1.71811 2.49203
H: -0.50794 -3.39424 3.01348
H: -1.93620 -2.53197 2.43327
H: 1.52737 -2.37825 0.75117
H: 1.24001 -3.83691 -0.21528
H: 1.36211 -3.94532 1.53560
H: 0.47889 -2.64674 -1.83598
H: -2.11993 -4.10354 -2.51836
H: -0.88216 -4.74792 -1.43292
H: -0.51255 -4.46141 -3.13131
H: -1.94771 -1.71745 -3.43703
H: -0.35667 -2.12616 -4.06040
H: -0.57660 -0.70916 -3.01725
C: 2.99681 -0.75144 -4.23864
N: 3.27853 -0.63102 -2.80595
C: 4.67312 -0.63159 -2.36195
C: 2.33472 -0.24796 -1.99411
N: 1.49004 0.06090 -1.26587
H: 3.45365 -1.66709 -4.61052
H: 3.40325 0.10330 -4.78091
H: 1.92239 -0.80017 -4.39584
H: 5.15299 -1.54346 -2.71332
H: 4.71107 -0.60694 -1.27623
H: 5.20278 0.23341 -2.76376
S: 1.15422 0.42887 2.07934
C: 0.10422 1.32341 3.11017
N: 0.13499 2.63299 3.24748
C: -0.93218 3.12642 4.11549
C: -1.70643 1.83688 4.46541
N: -0.83930 0.79600 3.89667
H: 0.76185 3.20705 2.67983
H: -1.55002 3.84991 3.58763
H: -0.50908 3.59617 5.00378
H: -2.68442 1.81219 3.98689
H: -1.81984 1.70172 5.53843
H: -1.13972 -0.15461 3.77115
S: 0.39463 3.61578 -0.49817
C: 1.54712 4.52333 0.29896
N: 2.13529 5.56752 -0.38194
C: 3.09463 6.35325 0.13861
C: 3.52627 6.12766 1.40749
C: 2.88148 5.08892 2.10041
N: 1.94083 4.33142 1.58653
H: 1.79943 5.71611 -1.32439
H: 3.47549 7.14211 -0.49474
H: 4.29685 6.72932 1.86110
H: 3.14233 4.88148 3.13339



No. 2
# H80O40

A 40-piece molecular cluster, H80O40 overall at a distorted geometry (the ωB97M-V functional and the def2-TZVPD basis, OMol25).

Its orbital gap is 9.64 eV. The multiplicity is 1. The relative energy (zero: lowest compared OMol25 entry of this formula, charge and spin) comes out at 400.8 kcal/mol. Its charge is 0.

CARTESIAN COORDINATES (ANGSTROEM)
H: 3.40582 1.68874 0.51903
H: 3.14038 3.10886 1.34662
O: 3.04858 2.62145 0.48145
H: 0.99009 -4.19440 2.07142
H: 1.89251 -2.88107 2.33107
O: 1.00727 -3.35567 2.44948
H: 1.32576 3.34654 0.34569
H: 0.75409 4.48016 -0.22449
O: 0.60382 3.71046 0.21329
H: -0.10936 -1.21816 5.21813
H: 0.57882 -1.16909 6.57970
O: 0.06695 -0.72909 5.89631
H: -2.60792 -4.00651 1.91848
H: -3.43756 -4.92929 0.98452
O: -3.17937 -4.78604 1.91924
H: -1.15638 0.39735 -2.05433
O: -0.08432 0.40879 -2.45224
H: -0.01583 -0.53723 -4.72501
O: 0.79380 -0.90221 -5.29802
H: 4.19344 -1.51947 -2.22018
H: 2.93615 -2.14970 -2.59268
O: 3.54748 -2.21417 -1.77551
H: -0.98892 3.89924 4.24330
H: -0.65716 2.37631 4.94185
O: -1.32160 3.01380 4.39264
H: 3.15826 -0.14932 0.51735
H: 3.17037 -0.89868 -0.84401
O: 3.62733 -0.08380 -0.40977
H: 6.00007 -2.35683 1.42390
H: 6.26914 -2.52782 0.08371
O: 5.49221 -2.75501 0.67742
H: -2.49820 5.55217 -1.30857
O: -2.42875 4.69284 -0.98287
H: 4.79265 -5.08051 -0.74295
H: 4.41704 -4.08390 0.50444
O: 4.40360 -4.94088 0.08105
H: 5.22647 3.45396 2.37705
H: 4.21850 4.48317 1.47733
O: 4.30133 4.02181 2.35623
H: -4.86193 0.74148 1.13411
H: -5.86609 0.73111 2.39817
O: -5.23145 0.30415 1.86930
H: -3.57428 0.72388 3.30338
H: -2.49422 0.76391 4.24490
O: -2.57509 0.40529 3.32933
H: -1.94093 5.36211 1.31894
H: -1.44374 6.75886 1.20530
O: -1.90884 6.22810 1.78436
H: -6.73909 0.73649 -1.00530
H: -5.35153 0.66202 -1.47971
O: -6.04437 1.23986 -1.67074
H: 0.73350 -1.51678 -3.11399
O: 1.23592 -1.97275 -2.41815
H: 1.84076 -1.64996 4.70644
H: 2.73260 -2.91399 4.33860
O: 2.70143 -2.01112 4.75313
H: -1.58167 -3.13626 -1.28591
O: -2.00581 -3.54754 -0.49023
H: 3.76255 1.34632 2.47650
H: 4.67331 0.32274 1.77969
O: 4.61405 1.21672 2.13605
H: -1.99180 -0.91378 -0.38920
H: -2.61721 0.44854 -0.30967
O: -2.26681 -0.14928 -1.02869
H: 2.99549 -2.00465 1.10730
H: 1.74069 -1.26433 1.40776
O: 2.65698 -1.34580 1.69162
H: 5.31488 2.36894 -1.36472
H: 5.53607 1.20732 -2.31960
O: 5.12544 2.03254 -2.27306
H: -6.70347 -2.10551 -0.23363
H: -5.30441 -1.81748 -0.06167
O: -6.12828 -1.85252 0.43077
H: -1.68350 3.42260 -3.60380
H: -2.21106 2.75195 -2.63111
O: -1.23626 3.03129 -2.78718
H: 2.16098 2.01411 4.23123
H: 0.88239 1.46771 4.33029
O: 1.14313 2.35706 4.30621
H: -1.05728 1.77092 2.17308
H: -1.21628 2.36290 0.89822
O: -0.76842 1.52397 1.32325
H: 0.78164 -5.99339 -1.06126
H: 2.14947 -5.63727 -0.31482
O: 1.34487 -6.29240 -0.30515
H: -4.60818 -3.94040 -1.45427
H: -3.97092 -3.05360 -2.47431
O: -4.73123 -2.97806 -1.92392
H: 0.67019 4.66224 -3.59076
O: 0.49268 5.04807 -2.69429
H: 4.50762 -0.52678 -4.72877
H: 4.16239 0.25137 -3.64881
O: 3.70247 -0.45440 -3.99740
H: 1.12547 -1.32427 -1.64198
H: 0.24871 1.26735 -2.86283
H: -1.49367 -3.43661 0.11554
H: 1.38676 -1.62029 -4.77054
H: -1.91583 3.96042 -1.40691
H: -0.45862 5.18166 -2.83439
O: -4.58359 3.89491 -2.50240
H: -4.39954 3.62315 -1.52139
H: -5.16097 3.14406 -2.65155
O: -0.49407 -3.52612 -3.42175
H: -0.92385 -3.74636 -4.28976
H: 0.03583 -4.38308 -3.56472
O: 1.17311 0.20200 0.02183
H: 1.73606 1.02494 0.25249
H: 0.25988 0.51016 -0.22994
O: -0.31417 -5.36198 2.13134
H: -1.29129 -5.35657 2.34436
H: -0.23503 -5.37894 1.17099
O: -1.24344 -1.84865 1.12377
H: -0.42072 -2.06816 1.48631
H: -1.75453 -1.40714 1.69421
O: -5.35248 2.87506 0.26470
H: -5.37497 3.77380 0.17122
H: -5.68385 2.28012 -0.42594
O: -0.06480 2.39005 -5.43179
H: 0.49844 2.58433 -6.12404
H: 0.27723 1.77284 -4.83472



No. 3
# C4H9N2OS

An isolated ion of composition C4H9N2OS and charge -1 at a distorted geometry (the ωB97M-V functional and the def2-TZVPD basis, OMol25).

Its orbital gap is 6.70 eV. Its SMILES is C[C@H](C[S-])NC(N)=O. The multiplicity is 1. The relative energy (zero: lowest compared OMol25 entry of this formula, charge and spin) comes out at 6.8 kcal/mol. Its charge is -1.

CARTESIAN COORDINATES (ANGSTROEM)
C: 1.96504 0.66151 0.80106
C: 1.03723 -0.53267 0.85613
C: 1.12674 -1.39105 -0.41349
S: -0.04552 -1.07062 -1.80258
N: -0.33280 -0.11108 1.25797
C: -0.99776 0.94758 0.60193
N: -2.18176 0.62053 0.02390
O: -0.61821 2.10092 0.72664
H: 2.09218 1.15945 -0.16108
H: 1.71766 1.46578 1.48610
H: 2.97385 0.36019 1.10259
H: 1.31315 -1.15796 1.69610
H: 1.01916 -2.40718 -0.17626
H: 2.07525 -1.27454 -0.89302
H: -0.94395 -0.91989 1.28114
H: -2.63987 1.44712 -0.32058
H: -2.20845 -0.24089 -0.50043



| no. | DFT total energy (a.u.) | E_LUMO (eV) | HOMO (Ha) |
| --- | --- | --- | --- |
| 1 | -4205.80216 | -3.1 | -0.349 |
| 2 | -3057.11857 | -0.4 | -0.367 |
| 3 | -740.81319 | 4.0 | -0.100 |